C27H24IIrNOP2S2 | ωB97M-V with the def2-TZVPD basis set

The geometry in XYZ format:
```
59
Properties=species:S:1:pos:R:3:mulliken_charge:R:1
Ir -0.23928 0.21767 0.38117 1.8553
S 1.97656 -0.89324 0.21759 -0.4203
P 0.91956 -1.88614 -1.24394 1.1581
C -0.64397 -1.10515 -1.34597 -1.3999
P -0.97599 0.33492 -2.27888 0.5545
S 0.05618 1.90502 -1.46807 -0.4172
C -2.75977 0.59862 -2.07474 0.9470
C -3.23484 1.71079 -1.39525 -0.1034
C -4.59609 1.87971 -1.21628 -0.8102
C -5.47880 0.93275 -1.70637 -0.5187
C -5.00116 -0.16983 -2.39753 -0.6803
C -3.64293 -0.34603 -2.58565 -0.5456
C -0.67842 0.25377 -4.06934 0.5528
C -0.62816 -0.97977 -4.70147 -0.2336
C -0.49898 -1.03152 -6.07683 -0.7429
C -0.42753 0.14095 -6.81200 -0.5533
C -0.46369 1.37163 -6.17386 -0.7430
C -0.58812 1.43425 -4.79794 -0.6414
C 1.90157 -1.91421 -2.77663 0.6176
C 1.82577 -2.94982 -3.70323 -0.2213
C 2.47255 -2.82342 -4.92085 -0.9009
C 3.15865 -1.66030 -5.23344 -0.4579
C 3.22005 -0.62203 -4.31751 -0.7827
C 2.59733 -0.74812 -3.08943 -0.6319
C 0.56331 -3.52742 -0.56023 0.6485
C -0.49433 -3.61767 0.34372 -0.6922
C -0.78623 -4.82540 0.94959 -0.7359
C -0.03236 -5.94970 0.64435 -0.4862
C 1.02230 -5.85707 -0.24947 -0.7341
C 1.33707 -4.64623 -0.84278 -0.2085
H -2.53278 2.44033 -1.01469 0.4645
H -4.96511 2.74691 -0.69330 0.4400
H -6.54051 1.05121 -1.54804 0.4205
H -5.69557 -0.89405 -2.79049 0.4299
H -3.27742 -1.21211 -3.11908 0.3530
H -0.70897 -1.88173 -4.11144 0.4809
H -0.45929 -1.98640 -6.57753 0.4390
H -0.36766 0.09280 -7.88900 0.4323
H -0.39823 2.28360 -6.74776 0.4286
H -0.64035 2.38433 -4.28058 0.3627
H 1.26695 -3.84575 -3.47606 0.5187
H 2.42747 -3.63471 -5.63159 0.4386
H 3.63823 -1.56130 -6.19451 0.4336
H 3.74906 0.28558 -4.56363 0.4473
H 2.64860 0.05017 -2.35726 0.3647
H -1.08338 -2.73479 0.56171 0.3741
H -1.59801 -4.90180 1.65816 0.4269
H -0.27257 -6.89828 1.10163 0.4005
H 1.60581 -6.73470 -0.48119 0.4098
H 2.17671 -4.57091 -1.51827 0.5339
N -0.57709 0.85771 4.12602 -0.3224
C -1.62972 0.54846 3.37037 0.6577
O -1.53457 0.21946 2.18788 -0.8841
C -2.96725 0.62782 4.05962 -1.1383
I -4.55082 0.30719 2.64499 0.0914
H 0.35158 0.80765 3.73014 0.2325
H -0.65843 1.13035 5.09151 0.2070
H -3.10277 1.60904 4.51576 0.4500
H -3.03737 -0.12978 4.84142 0.4345
```

Output
Total charge ... +1
Maximum force ... 2.3 eV Å⁻¹
LUMO (alpha / beta) ... -4.19 / -4.26 eV
HOMO-LUMO gap (alpha / beta) ... 6.40 / 6.39 eV

C2H7S3 | ωB97M-V with the def2-TZVPD basis set

The geometry in XYZ format:
```
12
Properties=species:S:1:pos:R:3:mulliken_charge:R:1
S 1.80575 -1.11893 -1.74748 -0.3935
H 1.49671 -1.71034 -2.90860 0.1045
C -0.46380 1.70222 0.76958 -1.1640
C -0.22115 0.20024 0.79314 -0.0188
S -1.53819 -0.67435 -0.12588 -0.1832
S -0.67268 -2.58299 -0.06480 -0.6176
H -1.45323 1.96940 1.12677 0.3069
H -0.31198 2.07901 -0.22743 0.3094
H 0.27371 2.24982 1.38002 0.3187
H -0.33741 -0.25945 1.79924 0.2787
H 0.66368 -0.13466 0.27241 -0.0599
H 0.75860 -1.71997 -1.06698 0.1189
```

Output
Total charge ... -1
Maximum force ... 1.6 eV Å⁻¹
LUMO ... 3.59 eV
HOMO-LUMO gap ... 6.28 eV
Relative energy (zero: lowest compared OMol25 entry of this formula, charge and spin) ... 20.0 kJ/mol

C23H31AsNO3Pt | ωB97M-V with the def2-TZVPD basis set

The geometry in XYZ format:
```
60
Properties=species:S:1:pos:R:3:mulliken_charge:R:1
Pt 0.49428 -0.17120 0.63465 1.6016
C -3.27292 2.33715 0.21766 -1.7289
C -1.82773 1.98382 0.17705 1.1888
O -1.46709 0.86513 0.52907 -0.6432
C -0.83171 3.00389 -0.32591 0.3559
C -1.21469 4.27705 -0.55103 -0.6341
C -0.28572 5.27103 -1.03317 -0.3840
C 1.06321 4.99249 -1.30462 -0.7767
C 1.51415 3.73139 -1.07561 -0.2157
C 0.59325 2.67282 -0.59525 0.6820
O 1.08244 1.54991 -0.45683 -0.6625
H -3.84281 1.46219 0.51396 0.3072
H -3.62203 2.69047 -0.75532 0.4909
H -3.44258 3.13589 0.94682 0.5079
H -2.23320 4.58804 -0.36002 0.5257
H -0.65478 6.28184 -1.18276 0.4659
H 1.72115 5.76861 -1.67411 0.4711
H 2.54138 3.43605 -1.25612 0.5202
C 1.37940 -1.84545 3.68042 -1.1971
As 0.02605 -1.77235 2.33027 0.7705
C -1.60646 -1.31406 3.22496 -1.2899
C -0.23724 -3.57793 1.60884 -0.7773
C -0.60222 -4.49199 2.73137 0.1751
C 0.39265 -5.21017 3.39973 -0.2395
C 0.05323 -6.14140 4.36440 -0.7918
C -1.28377 -6.34547 4.68956 -0.4387
C -2.28181 -5.62981 4.03542 -0.7720
C -1.94203 -4.70049 3.06883 -0.2654
H 1.04551 -2.57982 4.41338 0.4906
H 1.46773 -0.86878 4.15287 0.4443
H 2.33822 -2.13428 3.25671 0.3836
H -1.77020 -2.05442 4.00686 0.4918
H -2.43199 -1.31994 2.51666 0.3659
H -1.51857 -0.32674 3.67613 0.4517
H 0.70274 -3.83170 1.12598 0.4671
H -1.01824 -3.47277 0.85614 0.6501
H 1.43519 -5.05016 3.14542 0.4133
H 0.82232 -6.71959 4.85789 0.4305
H -1.54804 -7.05557 5.46137 0.4265
H -3.32053 -5.81145 4.27492 0.4335
H -2.72100 -4.15039 2.55154 0.4223
O 0.57830 -1.41356 -1.05554 -0.9398
C 1.42474 -2.31770 -1.28953 0.3764
C 1.40865 -3.05120 -2.57518 -0.9317
C 2.48683 -2.34890 -3.45720 -0.5296
C 3.85889 -2.04691 -2.82613 -0.9119
C 3.88211 -0.94057 -1.74719 -0.3856
C 3.43427 -1.39965 -0.35074 -0.6629
N 2.48194 -2.53818 -0.47159 -0.0960
H 0.43434 -3.00357 -3.05375 0.4108
H 1.67368 -4.09692 -2.39909 0.3880
H 2.06291 -1.41429 -3.83259 0.2778
H 2.63418 -2.99194 -4.32388 0.4401
H 4.49655 -1.70587 -3.64106 0.4070
H 4.33436 -2.96308 -2.45983 0.3147
H 3.24231 -0.11832 -2.08556 0.1443
H 4.89173 -0.53886 -1.66640 0.4771
H 2.95611 -0.58108 0.19987 0.0625
H 4.26386 -1.74643 0.26018 0.6035
H 2.98501 -3.36589 -0.77116 0.4382
```

Output
Total charge ... +3
Maximum force ... 0.9 eV Å⁻¹
LUMO (alpha / beta) ... -13.58 / -13.71 eV
HOMO-LUMO gap (alpha / beta) ... 2.42 / 2.04 eV

C3H6N2S3 | ωB97M-V with the def2-TZVPD basis set

The geometry in XYZ format:
```
14
Properties=species:S:1:pos:R:3:mulliken_charge:R:1
C 0.59287 -1.26538 1.14406 -0.9783
C 1.02469 2.03438 0.27140 -0.1538
C -0.73316 -0.76854 -0.78496 0.4094
H 1.56656 -1.44214 0.71643 0.3555
H 0.00286 -2.21539 1.28006 0.3713
H 0.83593 -0.81189 2.06502 0.3180
H 1.63406 1.38902 -0.34785 0.2951
H -1.87671 0.96769 -1.05982 0.1909
H -1.93857 -0.26265 -2.25997 0.2554
N -0.18632 -0.36148 0.41646 -0.0680
N -1.42341 0.18526 -1.49679 -0.4312
S -0.34293 1.22633 1.01526 -0.0383
S 1.32879 3.64111 0.40027 -0.1767
S -0.48467 -2.31632 -1.35957 -0.3494
```

Output
Maximum force ... 2.4 eV Å⁻¹
Structure (SMILES) ... CN(SC=S)C(N)=S
LUMO ... -0.75 eV
HOMO-LUMO gap ... 7.91 eV
Relative energy (zero: lowest compared OMol25 entry of this formula, charge and spin) ... 107.0 kJ/mol

C17H17BF3NO | ωB97M-V with the def2-TZVPD basis set

The geometry in XYZ format:
```
40
Properties=species:S:1:pos:R:3:mulliken_charge:R:1
C -2.32399 1.79327 3.13182 -0.7733
O -2.19225 0.84562 2.05714 -0.3021
C -0.99024 0.20384 1.66976 -0.5645
C -1.49641 -1.15291 1.12397 0.5777
C -0.87545 -2.34125 1.53490 -0.2641
C -1.00158 -3.46296 0.68839 -0.4740
C -1.81369 -3.38780 -0.45792 -0.5333
C -2.57261 -2.24594 -0.70196 -0.6812
C -2.48111 -1.13586 0.14188 -0.3185
H -3.02588 2.55102 2.75921 0.2681
H -2.78528 1.33458 4.01990 0.2529
H -1.37225 2.24735 3.39389 0.3262
H -0.29235 0.01590 2.51524 0.4309
H -0.13241 -2.33710 2.36290 0.2875
H -0.43952 -4.37798 0.90627 0.3504
H -1.92740 -4.26837 -1.08346 0.3956
H -3.22635 -2.22056 -1.55792 0.3966
H -2.99576 -0.20668 -0.11743 0.3905
C 2.49280 3.55282 2.03481 -0.9083
N 1.79466 2.38748 1.50852 0.2625
C 0.47466 2.34842 1.28692 -1.1838
C 0.07415 1.04544 0.72880 0.8139
C 1.39249 0.34308 0.57134 0.2375
C 2.38677 1.17278 1.09110 0.3588
C 3.72008 0.80186 1.18766 -1.2204
C 4.05188 -0.45725 0.62117 -0.6370
C 3.12191 -1.29958 0.04782 -0.2997
B 3.54513 -2.79503 -0.58885 0.4519
F 2.35511 -3.50800 -0.72267 -0.3547
F 4.15715 -2.47555 -1.79025 -0.3867
F 4.38890 -3.33662 0.36798 -0.3847
C 1.78686 -0.87729 0.02740 0.2068
H 3.54183 3.31236 2.20839 0.3054
H 2.40643 4.39793 1.33556 0.3279
H 2.06508 3.81636 3.01013 0.3497
H -0.16651 3.24392 1.32917 0.6298
H -0.67168 0.89792 -0.08279 0.4277
H 4.49069 1.44699 1.63764 0.1821
H 5.09104 -0.74145 0.63258 0.4556
H 1.03475 -1.46859 -0.46016 0.6002
```

Output
Maximum force ... 3.3 eV Å⁻¹
LUMO ... -1.67 eV
HOMO-LUMO gap ... 7.18 eV
Relative energy (zero: lowest compared OMol25 entry of this formula, charge and spin) ... 86.6 kJ/mol

C11H14MoN4O5 | ωB97M-V with the def2-TZVPD basis set

The geometry in XYZ format:
```
35
Properties=species:S:1:pos:R:3:mulliken_charge:R:1
Mo 0.38569 -0.14150 0.05535 0.7025
O -1.80133 -3.61460 4.50094 -0.3027
C -1.41784 -2.92588 3.50610 0.7050
C -1.45176 -3.35895 2.12811 -0.2879
C -0.94853 -2.52169 1.19696 0.2334
N -0.35187 -1.31364 1.50643 -0.1504
C -0.54628 -0.81366 2.78481 0.4595
C -1.02866 -1.56238 3.79493 -0.4911
C -0.28122 0.64643 2.84436 0.0379
O -0.33563 1.44297 3.67637 -0.2102
O 0.01395 0.99597 1.41802 -0.4956
C -1.07313 -2.70251 -0.27513 0.0591
O -1.49785 -3.54281 -0.94342 -0.2207
O -0.55394 -1.42379 -0.82637 -0.4855
H -2.11968 -4.53088 4.34352 0.4201
H -1.91839 -4.29655 1.83518 0.5297
H -1.17763 -1.15734 4.79343 0.6065
N 1.92677 -1.36957 -0.92901 -0.3254
C 2.22263 -0.38081 -2.02869 -0.1739
C 3.21835 0.67037 -1.58145 -0.6830
C 2.69548 1.44318 -0.38845 -0.2294
N 2.36675 0.51630 0.75985 -0.3279
H 2.77991 -1.67415 -0.45804 0.3110
H 1.51132 -2.20752 -1.33944 0.3651
H 1.25052 0.07932 -2.32644 0.2364
H 2.53065 -0.92778 -2.92640 0.5137
H 3.40757 1.36217 -2.40530 0.4474
H 4.18561 0.20978 -1.35251 0.3178
H 1.76504 1.99770 -0.63681 0.2409
H 3.38035 2.21883 -0.03026 0.5066
H 2.27412 1.07162 1.61255 0.3698
H 3.12565 -0.14423 0.93362 0.3111
N -1.50509 1.97350 -1.73883 0.0674
C -0.82824 1.27037 -1.15469 0.5646
H -2.11558 2.60817 -2.26619 0.3778
```

Output
Total charge ... +4
Maximum force ... 0.5 eV Å⁻¹
LUMO ... -17.93 eV
HOMO-LUMO gap ... 6.57 eV